10
Properties=species:S:1:pos:R:3:forces:R:3:mulliken_charge:R:1 method="wB97M-V/def2-TZVPD" charge=0 homo_ev=-10.90 homo_lumo_gap_ev=10.4336 e_above_lowest_kcal_mol=75.6
C 0.5778 -1.3969 -0.5641 -2.3 -1.8 0.4 0.223
C -0.0855 0.9160 0.2931 -2.2 -3.1 -2.0 -0.423
N -0.5371 -0.9738 -0.1941 -0.5 4.1 1.5 -0.416
O 2.2554 1.7776 -0.6284 -1.3 -2.1 0.9 -0.553
O 2.1991 0.2579 1.3954 -0.7 0.9 -1.2 -0.570
O 1.6494 -0.7240 -0.7366 2.6 1.7 -0.8 -0.334
S 1.6239 0.7170 0.1489 2.3 0.8 1.4 1.088
H 0.5321 -2.4819 -0.6721 0.9 0.0 -0.6 0.386
H -0.4896 1.5828 -0.5049 0.3 -0.7 0.8 0.318
H -0.6165 0.8964 1.2541 0.9 0.3 -0.3 0.281